Entry one
Density functional theory data (wB97M-V/def2-TZVPD) for a 4-piece molecular cluster, C4H18N2O5 overall.

Last column: Mulliken charge in e.
Atoms and positions in Å:
C 1.948 -1.314 -0.232  -1.105
N 1.319 -0.951 -1.488  -0.276
C 1.147 0.464 -1.636  -0.803
O 0.186 1.053 -0.768  -0.533
C 1.235 -1.164 1.131  0.663
C -0.288 -1.302 1.031  -0.314
O -0.709 -2.658 0.879  -0.586
N 1.397 0.208 1.613  -0.565
H 2.374 -2.315 -0.282  0.324
H 2.799 -0.628 -0.118  0.400
H 0.392 -1.348 -1.593  0.349
H 0.822 0.758 -2.632  0.402
H 2.143 0.889 -1.535  0.364
H 0.643 1.427 -0.003  0.310
H 1.532 -1.974 1.791  0.465
H -0.664 -0.859 0.131  -0.514
H -0.788 -0.912 1.918  0.581
H -0.644 -3.249 1.635  0.312
H 0.823 0.418 2.413  0.184
H 2.342 0.510 1.570  0.199
H -1.246 1.881 0.656  0.373
H -1.965 3.305 0.726  0.274
O -1.277 2.779 0.327  -0.612
H -2.150 2.002 -2.770  0.306
H -1.248 1.062 -1.968  0.452
O -1.932 1.077 -2.656  -0.689
H -2.275 -0.065 0.105  0.338
H -3.433 0.512 0.833  0.268
O -2.485 0.393 0.923  -0.566

lowest unoccupied orbital energy	0.572	eV
HOMO level	-9.204	eV
multiplicity	1
total charge	0

Entry two
Density functional theory data (wB97M-V/def2-TZVPD) for a 5-piece molecular cluster, C4H18N2O5 overall.

Last column: Mulliken charge in e.
Atoms and positions in Å:
C -2.966 -1.572 -0.545  -1.233
C -1.801 -0.572 -0.722  0.760
N -0.623 -0.856 -0.115  0.099
C -0.555 -1.465 1.225  -0.551
C -0.042 -0.610 2.403  -0.690
N 1.190 0.160 2.154  -0.553
O -1.948 0.318 -1.560  -0.753
H -3.749 -1.226 -1.206  0.327
H -2.605 -2.506 -0.975  0.315
H -3.260 -1.580 0.499  0.391
H 0.102 -0.154 -0.145  0.047
H -1.527 -1.879 1.436  0.388
H 0.030 -2.390 1.203  0.263
H -0.801 0.066 2.788  0.304
H 0.319 -1.383 3.080  0.385
H 1.173 0.716 1.305  0.103
H 1.959 -0.490 2.031  0.358
H 0.755 0.915 -3.282  0.266
H -0.583 0.922 -2.465  0.322
O 0.304 1.322 -2.538  -0.558
H -0.157 3.177 1.050  0.265
H -0.204 2.710 -0.415  0.310
O 0.278 2.600 0.415  -0.584
H 2.507 1.870 -2.085  0.310
H 2.162 2.355 -0.758  0.323
O 2.811 1.768 -1.175  -0.685
H 2.709 -1.306 -0.968  0.256
H 2.326 0.022 -0.395  0.386
O 2.195 -0.933 -0.242  -0.570

lowest unoccupied orbital energy	0.499	eV
HOMO level	-8.993	eV
multiplicity	1
total charge	0

Entry three
Density functional theory data (wB97M-V/def2-TZVPD) for a 5-piece molecular cluster, C4H18N2O5 overall.

Last column: Mulliken charge in e.
Atoms and positions in Å:
N -0.172 -1.177 2.384  -0.729
C -0.892 -0.200 1.500  0.484
C -1.347 -0.883 0.102  -0.795
C 0.184 0.732 1.004  -0.136
N 0.279 2.020 1.478  -0.064
C -0.741 2.566 2.300  -0.909
O 0.959 0.469 0.053  -0.551
H -0.841 -1.853 2.912  0.243
H 0.637 -1.573 1.997  0.220
H -1.793 0.320 1.910  0.372
H -1.180 -0.174 -0.702  -0.001
H -2.412 -1.369 0.357  0.326
H -0.631 -1.814 0.012  0.188
H 1.040 2.749 1.066  0.360
H -0.878 3.604 2.176  0.404
H -1.673 1.992 2.268  0.250
H -0.575 2.376 3.410  0.280
H 1.790 -0.505 -2.586  0.324
H 3.378 -0.553 -2.355  0.313
O 2.631 -0.885 -2.833  -0.642
H 1.177 1.738 -2.528  0.290
H 0.407 2.126 -1.438  0.293
O 0.271 1.745 -2.374  -0.603
H 1.957 -3.096 -1.028  0.320
H 2.331 -3.363 0.227  0.293
O 1.539 -3.484 -0.293  -0.606
H -1.278 -0.052 -2.613  0.392
H -2.243 -1.189 -2.995  0.346
O -1.923 -0.266 -3.410  -0.662

lowest unoccupied orbital energy	0.403	eV
HOMO level	-9.373	eV
multiplicity	1
total charge	0

Entry four
Density functional theory data (wB97M-V/def2-TZVPD) for a 5-piece molecular cluster, C4H18N2O5 overall.

Last column: Mulliken charge in e.
Atoms and positions in Å:
N -2.058 0.802 -1.218  -0.500
C -1.043 1.680 -1.690  -0.668
C 0.190 1.701 -0.634  -0.595
N 0.665 0.337 -0.395  0.274
C 1.838 0.419 0.434  -0.605
C 2.389 -1.003 0.775  -0.508
O 1.732 -1.973 1.028  -0.483
H -2.824 0.935 -1.956  0.232
H -1.963 -0.159 -1.060  0.168
H -1.493 2.694 -1.855  0.371
H -0.575 1.403 -2.584  0.313
H -0.206 2.006 0.366  0.260
H 1.098 2.164 -1.115  0.401
H -0.093 -0.248 0.038  -0.081
H 2.643 0.887 -0.162  0.381
H 1.867 0.915 1.431  0.341
H 3.348 -1.104 0.898  0.738
H -0.598 0.679 3.223  0.383
H 0.245 -0.745 3.279  0.314
O 0.399 0.227 3.196  -0.684
H -2.007 0.887 1.868  0.360
H -2.009 -0.536 1.426  0.332
O -2.003 -0.029 2.267  -0.735
H 1.769 -1.839 -1.988  0.280
H 0.624 -1.090 -2.518  0.320
O 1.277 -1.619 -2.735  -0.596
H -1.715 -2.882 0.094  0.270
H -0.331 -2.397 -0.210  0.232
O -1.165 -2.111 -0.202  -0.515

lowest unoccupied orbital energy	0.435	eV
HOMO level	-9.129	eV
multiplicity	1
total charge	0

Which one is most stable, and which one is least stable? entry two is the most stable of them, while entry four is the least stable.

Entry one
Density functional theory data (wB97M-V/def2-TZVPD) for one molecule with the formula C3H7N3OS.

Last column: Mulliken charge in e.
Atoms and positions in Å:
C 2.946 -0.524 0.652  -0.715
C 0.204 0.507 -0.141  0.244
C -1.281 0.413 0.084  0.689
H 2.739 -1.490 1.202  0.291
H 3.980 -0.412 0.381  0.278
H 2.646 0.324 1.298  0.269
H 2.359 -1.312 -1.127  0.286
H -0.051 2.538 -0.015  0.256
H 1.587 1.942 -0.409  0.264
H -0.846 -1.811 0.099  0.208
N 2.150 -0.444 -0.597  -0.577
N 0.796 -0.592 -0.374  -0.336
N 0.669 1.807 -0.048  -0.378
O -1.973 1.426 0.146  -0.574
S -2.072 -1.185 0.060  -0.206

lowest unoccupied orbital energy	0.267	eV
HOMO level	-8.891	eV
multiplicity	1
total charge	0

Entry two
Density functional theory data (wB97M-V/def2-TZVPD) for C3H7N3OS as an isolated structure.

Last column: Mulliken charge in e.
Atoms and positions in Å:
C -0.511 -0.471 -0.854  0.509
C -0.406 -0.227 0.649  -0.568
C 0.751 1.692 1.734  -0.139
H -0.242 -1.224 -2.816  0.386
H -0.443 -2.433 -0.799  0.325
H 0.541 1.008 -1.169  0.236
H -1.291 0.335 0.887  0.270
H -0.373 -1.078 1.256  0.435
H 1.709 -0.179 1.760  0.328
H -0.100 2.354 1.231  0.295
N -1.291 -1.553 -1.185  -0.371
N -0.094 0.411 -1.586  -0.712
N 0.754 0.567 1.234  -0.243
O -1.374 -1.354 -2.654  -0.354
S 2.372 2.153 2.312  -0.397

lowest unoccupied orbital energy	-0.219	eV
HOMO level	-8.352	eV
multiplicity	1
total charge	0

Entry three
Density functional theory data (wB97M-V/def2-TZVPD) for one molecule with the formula C3H7N3OS.

Last column: Mulliken charge in e.
Atoms and positions in Å:
C 0.164 1.761 -0.561  -0.713
C -0.390 -0.569 -0.488  0.513
C 2.036 -0.660 1.153  -0.253
H -0.204 2.650 -0.093  0.244
H 1.220 1.658 -0.367  0.336
H 0.015 1.871 -1.660  0.315
H 1.031 -0.486 1.560  0.318
H 2.883 -0.670 1.868  0.273
H -2.667 -0.065 0.135  0.225
H -3.189 -1.690 -0.076  0.251
N 2.324 -0.925 -0.055  -0.372
N -1.286 -1.470 -0.358  -0.355
N -2.460 -1.079 0.242  -0.442
O -0.612 0.690 -0.026  -0.391
S 1.136 -1.015 -1.274  0.049

lowest unoccupied orbital energy	0.745	eV
HOMO level	-8.670	eV
multiplicity	1
total charge	0

Which one is most stable, and which one is least stable? entry one is the most stable of them, while entry two is the least stable.

Entry one
Density functional theory data (wB97M-V/def2-TZVPD) for one molecule with the formula C3H7N3OS.

Last column: Mulliken charge in e.
Atoms and positions in Å:
C 0.775 2.033 0.237  -0.937
C -1.241 0.632 -0.299  0.073
C 0.981 -0.437 0.216  -0.096
H 0.039 2.887 -0.293  0.321
H 1.791 2.033 -0.302  0.386
H 0.746 2.113 1.328  0.279
H -1.593 1.616 -0.706  0.301
H -2.965 -2.440 0.091  0.183
H 1.980 -0.048 0.601  0.287
H 1.509 -3.328 -0.554  0.410
N 0.181 0.708 -0.316  -0.009
N -1.591 -0.566 -0.067  -0.346
N 0.785 -1.725 -0.132  -0.198
O 1.991 -2.522 0.067  -0.439
S -3.387 -0.958 0.129  -0.214

lowest unoccupied orbital energy	0.717	eV
HOMO level	-8.365	eV
multiplicity	1
total charge	0

Entry two
Density functional theory data (wB97M-V/def2-TZVPD) for one molecule with the formula C3H7N3OS.

Last column: Mulliken charge in e.
Atoms and positions in Å:
C 1.774 1.028 0.266  -1.230
C 0.397 0.584 -0.096  0.868
C -1.155 -1.842 -0.656  0.103
H 1.859 2.122 0.407  0.376
H 1.999 0.620 1.288  0.333
H 2.567 0.633 -0.426  0.295
H -1.585 -0.031 -1.402  0.376
H -2.222 -2.163 -0.639  0.330
H 0.660 -2.100 -0.207  0.292
H -2.044 1.886 1.800  0.145
N -0.884 -0.748 -1.501  -0.286
N -0.260 -2.537 -0.027  -0.630
N -0.710 0.879 0.486  -0.500
O 0.374 -0.158 -1.249  -0.330
S -0.771 1.829 1.957  -0.143

lowest unoccupied orbital energy	0.749	eV
HOMO level	-9.033	eV
multiplicity	1
total charge	0

Which one is most stable, and which one is least stable? entry two is the most stable of them, while entry one is the least stable.

Entry one
Density functional theory data (wB97M-V/def2-TZVPD) for a 2-piece molecular cluster, C3H7N3OS overall.

Last column: Mulliken charge in e.
Atoms and positions in Å:
C -1.959 -0.653 -0.574  -0.747
C 0.392 -0.556 0.450  0.344
C 0.778 1.862 0.058  0.141
H -1.985 0.389 -0.359  0.319
H -2.852 -1.017 -0.048  0.284
H -1.981 -1.060 -1.723  0.217
H -0.640 -2.123 0.156  0.235
H -0.183 0.858 1.717  0.254
H -0.236 2.897 0.183  0.254
H 3.046 0.356 -0.146  0.184
N -0.915 -1.159 0.137  -0.228
N 0.359 0.745 0.927  -0.189
N 1.418 -1.151 0.007  -0.425
O 1.713 1.627 -0.723  -0.512
S 3.044 -1.015 -0.060  -0.131

lowest unoccupied orbital energy	0.357	eV
HOMO level	-7.754	eV
multiplicity	1
total charge	0

Entry two
Density functional theory data (wB97M-V/def2-TZVPD) for one molecule with the formula C3H7N3OS.

Last column: Mulliken charge in e.
Atoms and positions in Å:
C -0.032 -0.369 -1.354  -0.581
C -0.858 -0.148 -0.091  0.415
C 1.308 0.211 1.286  0.014
H -1.433 0.125 -2.775  0.320
H 0.641 0.393 -1.656  0.426
H 0.592 -1.184 -1.654  0.306
H -2.453 -0.880 -0.680  0.335
H -0.859 0.735 3.092  0.148
H 1.544 0.628 2.262  0.338
H 3.174 -0.329 0.633  0.221
N -2.022 -0.406 0.134  -0.550
N -0.033 0.467 1.024  -0.021
N 2.183 -0.186 0.271  -0.559
O -1.034 -0.715 -2.330  -0.623
S -0.720 1.658 1.839  -0.189

lowest unoccupied orbital energy	0.274	eV
HOMO level	-8.944	eV
multiplicity	1
total charge	0

Which one is most stable, and which one is least stable? entry two is the most stable of them, while entry one is the least stable.